Entry 1:
{
  "formula": "C4H5NO2",
  "method": "ωB97M-V/def2-TZVPD",
  "species": ["O", "C", "C", "C", "N", "C", "O", "H", "H", "H", "H", "H"],
  "xyz": [[-0.9488, 2.4229, -0.4373], [-0.4739, 1.3959, -0.0436], [-1.1656, 0.0829, 0.2595], [-0.4388, -0.9534, -0.5048], [0.8800, -0.9777, -0.2074], [1.4892, 0.0877, 0.2889], [0.8989, 1.2952, 0.1179], [-1.0631, -0.1098, 1.3477], [-2.2198, 0.1473, -0.0035], [-0.8176, -1.6169, -1.2660], [1.3497, -1.8747, -0.1895], [2.5099, 0.1009, 0.6381]],
  "atomic_forces_ev_per_a": [[0.25, -0.41, 0.18], [-0.27, 0.31, -0.18], [-0.09, 0.11, -0.01], [0.00, -0.01, -0.09], [0.03, 0.12, 0.25], [-0.13, -0.26, 0.08], [-0.03, -0.02, -0.08], [0.00, 0.08, -0.13], [0.13, 0.08, 0.03], [-0.07, -0.03, 0.27], [0.40, 0.18, -0.33], [-0.22, -0.13, 0.02]],
  "lowdin_charge": [0.1218, -0.4454, -0.1144, -0.1368, 0.0088, -0.1466, 0.0647, 0.1305, 0.1247, 0.0989, 0.1642, 0.1297],
  "e_homo_ev": [-7.04, -7.04],
  "homo_lumo_gap_ev": [7.7, 7.7]
}


Entry 2:
{
  "formula": "C4H5NO2",
  "method": "ωB97M-V/def2-TZVPD",
  "species": ["C", "N", "C", "C", "O", "C", "O", "H", "H", "H", "H", "H"],
  "xyz": [[-1.0360, 1.5992, 0.5099], [-0.4130, 0.5346, 0.7980], [0.9393, 0.5905, 0.4211], [1.3704, -0.4100, -0.3381], [0.7313, -1.6103, -0.4883], [-0.6187, -1.8492, -0.3956], [-1.4683, -1.4287, -1.1158], [-2.0879, 1.5286, 0.2815], [-0.4888, 2.5336, 0.3078], [1.4738, 1.5366, 0.4459], [2.3387, -0.4087, -0.8103], [-0.7407, -2.6164, 0.3840]],
  "atomic_forces_ev_per_a": [[0.19, -0.07, -0.10], [-0.23, 0.32, -0.54], [0.02, -0.11, -0.30], [0.35, -0.12, 0.41], [0.20, -0.02, -0.12], [-0.21, -0.12, -0.04], [0.53, -0.02, 0.25], [-0.46, 0.33, 0.74], [-0.31, -0.14, -0.21], [0.15, -0.11, 0.11], [0.06, -0.02, -0.06], [-0.30, 0.08, -0.15]],
  "lowdin_charge": [-0.0213, -0.0086, -0.1583, -0.1154, -0.0057, -0.3271, 0.1019, 0.0768, 0.0819, 0.1106, 0.1184, 0.1468],
  "smiles": "C=N/C=C\\OC=O",
  "e_homo_ev": -9.10,
  "homo_lumo_gap_ev": 9.8
}


Entry 3:
{
  "formula": "C4H5NO2",
  "method": "ωB97M-V/def2-TZVPD",
  "species": ["O", "C", "C", "C", "N", "C", "O", "H", "H", "H", "H", "H"],
  "xyz": [[-1.8413, -0.2994, 1.2852], [-1.6607, -0.1752, 0.0931], [-0.5990, 0.6927, -0.4842], [0.2214, 1.3840, 0.3133], [1.8501, -0.4368, 0.3846], [1.0901, -1.1909, -0.2153], [0.3149, -1.8473, -0.7919], [-2.2981, -0.7106, -0.6393], [-0.4974, 0.7146, -1.5676], [0.9883, 2.0466, -0.0766], [0.0968, 1.3353, 1.3922], [2.3349, -1.5131, 0.3065]],
  "atomic_forces_ev_per_a": [[0.03, -0.04, -0.47], [-0.11, 0.17, 0.32], [-0.19, 0.68, 0.14], [-0.79, 0.52, -0.23], [1.70, -3.40, -0.23], [-1.99, 0.40, -0.88], [0.21, -0.22, -0.02], [0.07, 0.06, 0.13], [-0.09, 0.05, 0.16], [-0.09, -0.20, 0.02], [0.02, -0.03, -0.17], [1.22, 2.00, 1.22]],
  "lowdin_charge": [0.0391, -0.2928, -0.1743, 0.0059, 0.1902, -0.5124, 0.1661, 0.1200, 0.1085, 0.0775, 0.0851, 0.1872],
  "e_homo_ev": -9.93,
  "homo_lumo_gap_ev": 10.2
}


E_tot
In order: -9811.9658, -9811.6652, -9811.2466
Unit: eV
Relative energy (zero: lowest compared OMol25 entry of this formula, charge and spin)
In order: 2.349, 2.650, 3.068
Unit: eV